# 1
Computed, not measured: a cluster of 2 separate species, C7H13NO2P in total in a non-equilibrium geometry, with the ωB97M-V functional and the def2-TZVPD basis.

Geometry (Å):
C (-1.2677, -1.1669, -0.2921)
C (-1.2746, 0.7839, 1.3678)
C (0.2911, -1.1265, -0.3320)
C (0.2997, 0.5639, 1.3818)
C (-0.5155, 1.1271, -0.7767)
C (-1.5730, 0.2556, -0.0891)
C (0.6450, 0.3129, -0.0515)
N (4.7819, -0.2674, -0.7480)
O (4.3858, 2.2827, -1.2318)
O (4.3266, 1.4404, 1.1317)
P (4.1489, 1.1792, -0.3018)
H (-1.5675, -1.4159, -1.2515)
H (-1.7220, -1.8055, 0.3894)
H (-1.7907, 0.1366, 2.1123)
H (-1.6086, 1.8114, 1.2611)
H (0.8028, -1.6121, 0.5306)
H (0.7288, -1.4531, -1.2686)
H (0.7893, 1.4753, 1.7829)
H (0.4158, -0.4003, 2.0840)
H (-0.4077, 1.1039, -1.8409)
H (-0.4381, 2.1339, -0.3295)
H (-2.6521, 0.4714, -0.5907)
H (4.7147, -0.9325, -0.0477)
H (4.8469, -0.5811, -1.6588)

## Properties
- spin multiplicity = 1
- energy relative to the best compared isomer or geometry (same formula, charge and spin) (eV) = 3.073
- frontier orbital gap (alpha / beta) (eV) = 6.88 / 5.28
- LUMO (alpha / beta) (eV) = 3.571 / 3.404
- net charge = -1
- highest occupied orbital energy (alpha / beta) (eV) = -3.31 / -1.87

# 2
Computed, not measured: a structure of composition CH2NO2 in a non-equilibrium geometry, with the ωB97M-V functional and the def2-TZVPD basis.

Geometry (Å):
N (-0.1954, 0.6766, -0.3724)
C (-1.3773, 0.6299, -0.3477)
O (1.8120, -0.6650, 0.1791)
O (-2.5748, 0.5703, -0.3433)
H (1.5741, -1.2840, 0.8752)
H (0.7614, 0.0721, 0.0091)

## Properties
- spin multiplicity = 1
- energy relative to the best compared isomer or geometry (same formula, charge and spin) (eV) = 0.699
- frontier orbital gap (eV) = 8.58
- LUMO (eV) = 4.260
- net charge = -1
- highest occupied orbital energy (eV) = -4.32

# 3
Computed, not measured: a structure of composition C12H26Cl3Ge2N2O3PPdSSe in a non-equilibrium geometry, with the ωB97M-V functional and the def2-TZVPD basis.

Geometry (Å):
Pd (1.5075, 0.0307, 0.1085)
C (-0.8031, 1.4366, -4.1743)
C (0.1764, 1.9903, -3.1738)
O (-0.4671, 2.0934, -1.8459)
P (-0.3743, 1.0136, -0.7425)
O (-1.0790, 1.6922, 0.4800)
C (-1.1883, 3.1250, 0.7688)
C (-2.5762, 3.6023, 0.4280)
O (-1.2892, -0.2185, -1.0309)
C (-2.7412, -0.0850, -1.2053)
C (-3.2266, -1.2704, -1.9939)
H (-0.3608, 1.4824, -5.1693)
H (-1.7205, 2.0258, -4.1796)
H (-1.0485, 0.3970, -3.9536)
H (0.4803, 3.0054, -3.4104)
H (1.0723, 1.3756, -3.0903)
H (-0.4275, 3.6683, 0.2151)
H (-0.9747, 3.2177, 1.8308)
H (-2.7604, 3.5330, -0.6448)
H (-2.6814, 4.6447, 0.7288)
H (-3.3294, 3.0136, 0.9520)
H (-2.9531, 0.8568, -1.7129)
H (-3.1772, -0.0455, -0.2083)
H (-2.8244, -1.2628, -3.0064)
H (-4.3148, -1.2418, -2.0507)
H (-2.9284, -2.2014, -1.5123)
S (0.3762, -2.2198, -3.4177)
C (0.9661, -1.9353, -1.9942)
N (1.4733, -1.7376, -0.9179)
Se (2.2806, 4.2547, -0.5531)
C (2.0315, 2.7852, 0.3338)
N (1.8994, 1.7775, 0.9611)
C (-0.6179, -2.6121, 3.6244)
Ge (1.0710, -2.1674, 2.7257)
C (1.5667, -3.7377, 1.7085)
C (2.3031, -1.6062, 4.1172)
C (0.3177, -0.6755, 1.6674)
H (-0.4145, -3.4475, 4.2957)
H (-1.3854, -2.9052, 2.9088)
H (-0.9801, -1.7692, 4.2130)
H (1.5227, -4.5972, 2.3773)
H (2.5715, -3.6705, 1.2946)
H (0.8658, -3.8884, 0.8885)
H (2.0079, -2.0986, 5.0431)
H (2.2571, -0.5273, 4.2682)
H (3.3337, -1.8782, 3.8938)
H (0.1681, 0.2614, 2.1981)
H (-0.5539, -0.9660, 1.0876)
Cl (6.1115, -0.9436, -1.2750)
Ge (4.0207, -1.3318, -1.0723)
Cl (3.1842, 0.5758, -1.8756)
Cl (3.6327, -0.8187, 1.0922)

## Properties
- spin multiplicity = 2
- energy relative to the best compared isomer or geometry (same formula, charge and spin) (eV) = 2.216
- frontier orbital gap (alpha / beta) (eV) = 6.37 / 5.12
- <S²> = 0.7553
- LUMO (alpha / beta) (eV) = -5.073 / -6.326
- net charge = +1
- highest occupied orbital energy (alpha / beta) (eV) = -11.44 / -11.45

# 4
Computed, not measured: an isolated molecule of C14H19N3O4 in a non-equilibrium geometry, with the ωB97M-V functional and the def2-TZVPD basis.

Geometry (Å):
N (6.8858, 0.3667, -0.1526)
C (5.5799, 0.5092, -0.2188)
O (5.0732, 1.3875, -1.0488)
C (4.6952, -0.5418, 0.4670)
C (3.2499, -0.2215, 0.0249)
C (2.2137, -1.1080, 0.6554)
N (2.7622, -2.4427, 0.4751)
C (0.8174, -0.9430, 0.0627)
O (0.2705, -1.7759, -0.6777)
N (0.2059, 0.2358, 0.4247)
C (-1.2005, 0.4580, 0.0400)
C (-2.1557, -0.0798, 0.9989)
C (-3.5185, -0.2901, 0.4418)
C (-3.6935, -1.4977, -0.2307)
C (-4.9076, -1.7339, -0.9179)
C (-5.8851, -0.6760, -0.8129)
C (-5.7045, 0.5082, -0.1016)
C (-4.4768, 0.6762, 0.6228)
C (-1.3777, 1.9978, -0.0440)
O (-2.3216, 2.5207, 0.4296)
O (-0.2909, 2.7090, -0.4754)
H (7.2116, -0.6209, -0.0480)
H (7.4152, 0.8397, -1.1194)
H (4.7368, -0.3235, 1.5073)
H (4.9657, -1.5239, 0.2689)
H (3.0369, -0.2962, -1.0882)
H (3.0515, 0.8657, 0.1805)
H (2.1362, -0.7376, 1.7209)
H (2.8001, -2.7789, -0.5700)
H (2.0839, -3.1411, 0.8940)
H (0.5683, 0.8796, 1.2156)
H (-1.3885, -0.0198, -0.9111)
H (-2.1382, 0.5844, 1.8772)
H (-1.7268, -1.0528, 1.4564)
H (-2.8862, -2.2723, -0.3287)
H (-5.1451, -2.6907, -1.4766)
H (-6.9591, -0.7803, -1.1012)
H (-6.4904, 1.2130, -0.1308)
H (-4.3708, 1.5280, 1.2649)
H (0.4555, 2.1320, -0.5888)

## Properties
- spin multiplicity = 1
- energy relative to the best compared isomer or geometry (same formula, charge and spin) (eV) = 3.147
- frontier orbital gap (eV) = 9.36
- LUMO (eV) = 0.410
- net charge = 0
- highest occupied orbital energy (eV) = -8.95

Question: What is the formula in the third record?
Answer: C12H26Cl3Ge2N2O3PPdSSe

Question: Among the records above, which one has the highest energy relative to the best compared isomer or geometry (same formula, charge and spin)?
Answer: C14H19N3O4

Question: Which of these has the highest net charge?
Answer: C12H26Cl3Ge2N2O3PPdSSe

Question: spin multiplicity of number 3 (C12H26Cl3Ge2N2O3PPdSSe)?
Answer: 2